C18H15BCl4F4N2OV | the ωB97M-V functional and the def2-TZVPD basis

The geometry in XYZ format:
```
46
Properties=species:S:1:pos:R:3:forces:R:3
V 0.987178 -0.573254 -0.587834 0.274 -0.133 0.110
Cl 2.981907 -0.803386 -4.021268 -0.057 -0.026 -0.024
C 1.555477 -1.826114 -3.826085 0.045 -0.008 0.005
Cl 1.556849 -2.629551 -2.233047 -0.018 0.095 0.013
H 1.579961 -2.608563 -4.574532 -0.006 0.006 0.001
H 0.672853 -1.199683 -3.871635 -0.002 0.006 0.015
Cl -1.426736 1.259996 -4.490269 -0.005 0.004 -0.007
C -0.794473 2.118176 -3.114488 0.006 -0.027 -0.004
C -1.019718 3.484218 -2.977748 0.001 0.035 0.015
C -0.509960 4.158604 -1.887645 -0.006 -0.007 -0.016
Cl -0.828182 5.872589 -1.747865 0.001 0.002 0.000
C 0.252436 3.518722 -0.890890 0.006 -0.004 0.025
C 0.822407 4.119756 0.264498 0.001 -0.008 -0.001
C 1.553928 3.308654 1.137836 -0.007 0.002 -0.014
C 1.726314 1.965873 0.901487 0.008 0.022 0.024
N 1.190168 1.355418 -0.199370 -0.032 -0.011 0.013
C 0.458574 2.137985 -1.071241 -0.012 0.007 -0.033
C -0.063585 1.423802 -2.161465 0.017 -0.028 0.036
O 0.187866 0.117498 -2.185904 -0.085 0.074 -0.136
H -1.594089 4.014207 -3.723913 -0.002 -0.006 -0.006
H 0.686073 5.173368 0.454705 -0.001 0.000 -0.001
H 2.002883 3.736451 2.024929 0.003 -0.005 0.001
H 2.289682 1.328169 1.568987 -0.001 -0.003 -0.001
F 4.803043 -1.809673 0.914530 0.030 -0.002 -0.003
B 3.444841 -1.995076 0.937736 -0.038 0.065 0.001
F 2.880255 -1.768098 2.174397 0.025 -0.021 0.017
F 3.048649 -3.196235 0.379454 -0.029 -0.047 0.014
F 2.869130 -0.916187 0.024190 -0.039 0.036 -0.007
C -2.113467 0.781420 0.824625 -0.019 -0.007 -0.019
C -2.169166 -0.543327 1.527269 0.013 -0.020 0.014
C -3.211971 -0.867428 2.385545 0.014 0.025 -0.004
C -3.248677 -2.090243 3.038284 -0.009 -0.020 0.010
C -2.229545 -3.009677 2.834630 -0.009 0.004 0.003
C -1.167749 -2.726975 1.986804 0.006 0.030 -0.025
C -0.051799 -3.705149 1.765130 -0.012 0.015 0.021
C -1.145534 -1.484269 1.330197 -0.021 -0.013 0.042
N -0.098379 -1.200916 0.476678 -0.060 -0.040 -0.065
H -3.002489 1.373289 1.042936 0.000 0.003 0.000
H -2.041972 0.648090 -0.257513 0.006 0.010 0.000
H -1.233687 1.351738 1.129743 0.002 0.005 0.005
H -4.004123 -0.143958 2.543599 -0.003 0.000 -0.001
H -4.068695 -2.326027 3.705542 0.000 0.000 -0.001
H -2.251772 -3.966193 3.345168 -0.002 0.001 -0.001
H -0.229229 -4.624405 2.324348 0.000 -0.002 -0.004
H 0.904461 -3.280945 2.072910 0.015 -0.003 -0.011
H 0.050062 -3.952694 0.706559 0.000 -0.004 -0.001
```
Positions in Å, forces in eV/Å.

Values from the calculation:
LUMO (spin up / spin down) = 2.48 / 2.49 eV
Total charge = -1
Energy relative to the best compared isomer or geometry (same formula, charge and spin) = 0.0 kcal per mole
E = -4089.1731 Ha
Spin multiplicity = 3